ORCA calculation (wB97M-V/def2-TZVPD) on C24H28N2OS4SbSiTi as an isolated structure.

Computed properties:
- Maximum force: 0.28 eV/Å
- Relative energy (zero: lowest compared OMol25 entry of this formula, charge and spin): 0.000 eV
- Total charge: -1
- LUMO level: 2.52 eV
- 2S+1: 1

The geometry in XYZ format:
```
62
Properties=species:S:1:pos:R:3:nbo_charge:R:1
Ti 0.78266 -0.09876 -0.98616 0.96
C 2.21954 0.77877 0.24056 -1.36
Si 2.51895 0.29907 1.99512 1.69
C 1.06613 0.77041 3.12548 -0.66
N -0.22414 0.23117 2.75598 -0.46
C -0.35788 -1.17689 3.08079 -0.22
C -1.77942 -1.63829 2.80624 -0.41
C -2.76799 -0.95644 3.76808 -0.40
C -2.20835 0.38901 4.24836 -0.42
C -1.39310 1.03222 3.13080 -0.21
C 3.94718 1.31453 2.72873 -0.47
C 3.89809 2.71011 2.65190 -0.13
C 4.90799 3.50610 3.17057 -0.24
C 6.00712 2.91673 3.78278 -0.22
C 6.08201 1.53469 3.86648 -0.21
C 5.06240 0.74794 3.34511 -0.21
C 3.01615 -1.50911 2.20922 -0.40
C 2.93862 -2.12884 3.45999 -0.21
C 3.29570 -3.45801 3.63388 -0.24
C 3.74539 -4.20198 2.55022 -0.21
C 3.84502 -3.60332 1.30293 -0.23
C 3.48863 -2.27041 1.14132 -0.22
H 3.14444 0.64943 -0.33909 0.26
H 1.97020 1.84680 0.20264 0.27
H 1.02303 1.86237 3.03805 0.22
H 1.32784 0.57176 4.18686 0.18
H -0.09562 -1.37728 4.14226 0.14
H 0.34956 -1.74168 2.47520 0.22
H -1.84686 -2.72547 2.90313 0.19
H -2.00944 -1.38918 1.76705 0.24
H -2.97308 -1.60198 4.62655 0.19
H -3.72194 -0.79731 3.25973 0.20
H -1.56645 0.24425 5.12286 0.19
H -3.01545 1.05617 4.56001 0.20
H -1.05111 2.02710 3.42334 0.19
H -2.03300 1.16785 2.25048 0.20
H 3.05577 3.18954 2.16151 0.20
H 4.84213 4.58474 3.09235 0.20
H 6.80155 3.53263 4.18679 0.20
H 6.93904 1.06673 4.33660 0.20
H 5.14439 -0.33150 3.41556 0.21
H 2.57395 -1.56765 4.31497 0.21
H 3.21625 -3.91721 4.61227 0.20
H 4.01521 -5.24350 2.67904 0.20
H 4.18929 -4.17515 0.44914 0.21
H 3.55335 -1.82918 0.15298 0.23
O 0.41833 -1.79591 0.03418 -0.57
N 0.72691 -3.03306 -0.32807 0.01
C 0.19658 -4.03234 0.40885 0.04
C 0.48004 -5.33483 0.11629 -0.27
C 1.32339 -5.60795 -0.97196 -0.17
C 1.83883 -4.57724 -1.70677 -0.24
C 1.54762 -3.23308 -1.38691 0.06
S 2.10635 -1.87183 -2.23139 -0.08
H -0.45038 -3.70134 1.20589 0.24
H 0.04361 -6.11745 0.71849 0.22
H 1.55798 -6.63114 -1.23541 0.21
H 2.48023 -4.74802 -2.55912 0.23
S -1.61494 -1.65942 -3.12165 -0.88
Sb -1.45140 0.60690 -2.88528 0.91
S -1.23987 0.75086 -0.41122 -0.59
S 1.01151 1.03223 -2.95888 -0.60
```

ORCA calculation (wB97M-V/def2-TZVPD) on one molecule with the formula C24H28N4O3S.

Computed properties:
- Maximum force: 1.11 eV/Å
- SMILES: O=C([C@H]1CCCN(S(=O)(=O)c2cnc[nH]2)C1)N(CCc1ccccc1)Cc1ccccc1
- Relative energy (zero: lowest compared OMol25 entry of this formula, charge and spin): 0.940 eV
- LUMO level: 0.62 eV
- 2S+1: 1

The geometry in XYZ format:
```
60
Properties=species:S:1:pos:R:3:nbo_charge:R:1
O -1.60956 -0.46400 -1.60870 -0.64
C -1.28523 -0.03651 -0.51525 0.72
C 0.07015 -0.38035 0.09278 -0.36
C -0.11126 -1.58083 1.03410 -0.38
C 1.24439 -2.02143 1.57799 -0.43
C 2.17157 -2.36367 0.41411 -0.23
N 2.29961 -1.27258 -0.52965 -0.66
S 3.36201 -0.07340 -0.05622 2.33
O 3.14238 0.39671 1.28198 -0.93
O 3.41835 0.88501 -1.12145 -0.95
C 4.89813 -0.95269 -0.13734 -0.26
C 5.71182 -1.66343 0.70795 -0.03
N 6.78895 -2.12135 0.02816 -0.45
C 6.64916 -1.70180 -1.20141 0.18
N 5.51422 -0.98960 -1.35681 -0.50
C 1.03577 -0.77306 -1.03110 -0.23
N -2.15837 0.68182 0.23081 -0.46
C -1.88760 1.36271 1.47491 -0.20
C -1.60279 2.86303 1.26775 -0.45
C -0.34947 3.06791 0.46474 0.05
C -0.39665 3.08714 -0.92287 -0.25
C 0.76199 3.24901 -1.66208 -0.20
C 1.98007 3.39924 -1.02302 -0.20
C 2.03795 3.36975 0.35970 -0.18
C 0.88085 3.20002 1.09728 -0.25
C -3.47543 0.87611 -0.35717 -0.24
C -4.29083 -0.39459 -0.35768 -0.03
C -5.18869 -0.64465 -1.38626 -0.20
C -5.95384 -1.79689 -1.38809 -0.20
C -5.82665 -2.71745 -0.36210 -0.22
C -4.93125 -2.47720 0.66527 -0.22
C -4.17115 -1.32119 0.66899 -0.17
H 0.50518 0.46452 0.63103 0.24
H -0.77981 -1.32691 1.85909 0.21
H -0.57102 -2.39844 0.47175 0.21
H 1.13173 -2.89335 2.22436 0.21
H 1.69118 -1.20991 2.15449 0.23
H 3.17499 -2.60068 0.77303 0.22
H 1.78224 -3.22583 -0.13775 0.21
H 5.58612 -1.85804 1.75335 0.22
H 7.34466 -1.89754 -1.99233 0.20
H 5.15227 -0.50793 -2.16515 0.44
H 1.26185 0.09412 -1.65270 0.24
H 0.57703 -1.54508 -1.65542 0.23
H -1.03486 0.90780 1.97636 0.21
H -2.76279 1.24882 2.12434 0.20
H -1.49994 3.32712 2.25029 0.22
H -2.45028 3.32445 0.75703 0.21
H -1.34597 2.98293 -1.42888 0.21
H 0.71056 3.26093 -2.74101 0.21
H 2.88287 3.52629 -1.59859 0.22
H 2.98641 3.46834 0.86423 0.22
H 0.93151 3.17392 2.17701 0.21
H -4.00015 1.64799 0.21166 0.21
H -3.35836 1.21787 -1.39033 0.23
H -5.28311 0.06543 -2.19478 0.21
H -6.64645 -1.98046 -2.19635 0.21
H -6.41938 -3.62026 -0.36535 0.21
H -4.82353 -3.19242 1.46798 0.21
H -3.47155 -1.14546 1.47337 0.20
```

ORCA calculation (wB97M-V/def2-TZVPD) on an isolated ion of composition C24H28NO5 and charge +1.

Computed properties:
- Maximum force: 1.01 eV/Å
- SMILES: CCOc1cc(/C=C2\C[NH+](C)C/C(=C\c3ccc(O)c(OCC)c3)C2=O)ccc1O
- Total charge: +1
- LUMO level: -3.43 eV
- 2S+1: 1

The geometry in XYZ format:
```
58
Properties=species:S:1:pos:R:3:nbo_charge:R:1
C -6.96159 -2.73264 2.07145 -0.62
C -7.02852 -1.43379 1.28538 -0.06
O -5.69840 -1.11656 0.88104 -0.52
C -5.40293 0.07496 0.31464 0.33
C -4.04215 0.34271 0.21842 -0.25
C -3.54268 1.52372 -0.33004 -0.15
C -2.12346 1.80105 -0.40536 0.04
C -1.12432 0.97074 -0.75899 -0.24
C -1.32679 -0.41101 -1.31168 -0.25
N -0.37651 -1.34638 -0.66062 -0.33
C -0.69468 -2.75473 -0.93379 -0.42
C 0.99932 -0.99109 -1.09154 -0.25
C 1.34209 0.43673 -0.75409 -0.23
C 2.60399 0.85108 -0.49161 -0.04
C 3.84548 0.12805 -0.49612 -0.06
C 4.10862 -0.98511 -1.29971 -0.20
C 5.32828 -1.62760 -1.23353 -0.27
C 6.31130 -1.19145 -0.35639 0.32
O 7.48170 -1.83894 -0.28452 -0.64
C 6.07434 -0.04745 0.44501 0.24
O 7.11815 0.27648 1.25757 -0.51
C 7.08686 1.47820 2.01147 -0.06
C 7.34330 2.71252 1.15617 -0.64
C 4.86376 0.60217 0.35243 -0.27
C 0.27142 1.44836 -0.62709 0.52
O 0.52153 2.60760 -0.35312 -0.54
C -4.45610 2.48374 -0.76510 -0.19
C -5.80802 2.22006 -0.71022 -0.25
C -6.30895 1.03030 -0.19042 0.24
O -7.64475 0.79528 -0.16327 -0.66
H -6.32226 -2.61334 2.94215 0.21
H -6.56039 -3.52856 1.44982 0.21
H -7.95838 -3.00943 2.40004 0.22
H -7.42841 -0.62978 1.91119 0.18
H -7.66998 -1.54998 0.40631 0.19
H -3.38517 -0.38279 0.67426 0.20
H -1.82022 2.81188 -0.15505 0.24
H -1.11678 -0.41953 -2.38660 0.23
H -2.35384 -0.74305 -1.15953 0.25
H -0.43650 -1.18148 0.35097 0.44
H 0.02492 -3.40843 -0.44376 0.24
H -0.66108 -2.93467 -2.00724 0.23
H -1.69291 -2.99173 -0.56949 0.24
H 1.05018 -1.16422 -2.17198 0.22
H 1.71440 -1.65748 -0.59957 0.25
H 2.67105 1.89188 -0.19269 0.25
H 3.39589 -1.30825 -2.03992 0.20
H 5.54764 -2.47448 -1.86301 0.24
H 8.05605 -1.38607 0.35214 0.51
H 6.13795 1.56064 2.55361 0.17
H 7.89083 1.35348 2.74097 0.21
H 7.35668 3.59416 1.78989 0.23
H 6.57245 2.83473 0.39900 0.21
H 8.30503 2.62561 0.65708 0.22
H 4.65986 1.47433 0.95276 0.23
H -4.10371 3.41626 -1.17525 0.23
H -6.51042 2.95709 -1.07487 0.22
H -8.12317 1.55617 -0.51756 0.49
```

ORCA calculation (wB97M-V/def2-TZVPD) on C24H29AuBN6O4SSe as an isolated structure.

Computed properties:
- Maximum force: 1.61 eV/Å
- Total charge: +1
- ⟨S²⟩: 2.053
- LUMO level (spin up / spin down): -2.49 / -5.89 eV
- 2S+1: 3

The geometry in XYZ format:
```
67
Properties=species:S:1:pos:R:3:nbo_charge:R:1
Au 0.33005 -1.98753 -0.15128 0.66
N 2.29459 2.83124 4.12068 -0.79
C 1.79108 1.56819 3.99276 0.20
C 2.47752 0.60113 3.23900 -0.23
C 1.97893 -0.67637 3.12090 -0.16
C 0.77400 -1.00022 3.73465 -0.43
C 0.06942 -0.05584 4.46765 -0.13
C 0.56996 1.22256 4.59235 -0.28
S 0.20856 -2.66879 3.72614 2.30
O -1.04893 -2.73830 4.40349 -0.89
O 1.29006 -3.53659 4.07855 -0.88
N -0.05092 -2.87689 2.06283 -0.62
C -0.56812 -4.04029 1.66967 0.46
N -0.95762 -5.00248 2.53716 -0.37
C -1.50897 -6.09305 2.07660 0.09
C -1.70738 -6.30519 0.70546 -0.20
C -1.23999 -5.30023 -0.14247 0.08
N -0.67931 -4.20730 0.31376 -0.47
H 3.24013 3.01438 3.84296 0.39
H 1.89017 3.45999 4.78897 0.40
H 3.41812 0.86573 2.77135 0.21
H 2.51712 -1.43473 2.56470 0.24
H -0.86123 -0.34685 4.93718 0.25
H 0.03037 1.96393 5.16826 0.22
H -1.80672 -6.82583 2.81902 0.22
H -2.17786 -7.20157 0.33118 0.25
H -1.30774 -5.38780 -1.22067 0.22
C -2.46156 1.66567 -2.21690 -0.63
C -2.23993 1.32810 -0.74568 0.25
C -3.52507 1.51606 0.03974 -0.63
O -1.87138 -0.07955 -0.69443 -0.74
B -0.53447 -0.15378 -0.49274 0.81
O 0.07466 1.05514 -0.34029 -0.76
C -0.97838 2.03543 -0.13158 0.25
C -1.08364 2.24116 1.37756 -0.63
C -0.59042 3.33868 -0.80646 -0.64
H -3.20513 0.98058 -2.62324 0.23
H -1.53779 1.54569 -2.78597 0.21
H -2.82709 2.68545 -2.33436 0.22
H -4.34128 1.03027 -0.49436 0.23
H -3.75986 2.57605 0.14046 0.22
H -3.45245 1.06661 1.02826 0.23
H -1.33762 1.30625 1.87999 0.22
H -1.83471 2.99418 1.61458 0.22
H -0.11860 2.57829 1.75598 0.23
H -0.34415 3.19285 -1.85655 0.23
H 0.27854 3.76201 -0.30264 0.22
H -1.41519 4.04768 -0.72347 0.22
C 1.23856 -1.95813 -3.91801 -0.42
N 1.70059 -0.75309 -3.26622 -0.36
C 2.42171 -0.68759 -2.13290 0.29
Se 2.94763 -2.09076 -1.03601 -0.15
N 2.62705 0.60950 -1.85136 -0.53
C 1.98461 1.41242 -2.77911 0.18
C 1.85257 2.78626 -2.90584 -0.23
C 1.08654 3.24482 -3.96277 -0.20
C 0.47886 2.36569 -4.86461 -0.20
C 0.62481 0.99523 -4.74876 -0.22
C 1.39000 0.53567 -3.68672 0.10
H 1.65318 -2.81877 -3.40222 0.25
H 1.56872 -1.96772 -4.95600 0.23
H 0.14923 -2.00564 -3.88287 0.22
H 3.09714 0.91866 -1.01697 0.45
H 2.32343 3.47031 -2.21263 0.24
H 0.95436 4.30977 -4.09779 0.23
H -0.12248 2.76733 -5.66888 0.23
H 0.16373 0.31190 -5.44913 0.23
```